# C78H173N7O22S5

12 unconnected molecules or ions with the total composition C78H173N7O22S5 (ωB97M-V with the def2-TZVPD basis set, OMol25).

* LUMO: 0.008 Eh
* E_HOMO: -7.70 eV
* energy: -7104.70367 Eh
* SMILES: CC1(C)CCCC(C)(C)N1O.CC1(C)CCCC(C)(C)N1O.CC1(C)CCCC(C)(C)N1O.CC1(C)CCCC(C)(C)N1O.CC1(C)CCCC(C)(C)N1O.CC1(C)CCCC(C)(C)N1O.CC1(C)CCCC(C)(C)N1O.CCOS(C)(=O)=O.CCOS(C)(=O)=O.CCOS(C)(=O)=O.CCOS(C)(=O)=O.CCOS(C)(=O)=O
* Kohn-Sham gap: 7.931 eV

Last column: Mulliken charge in e.
Positions of all 285 atoms, in Å:
H -1.7602 1.6313 -9.5306  0.44
H -1.8006 5.2010 -10.1384  0.42
H -5.1543 7.8289 -0.8585  0.30
H 9.0962 3.7295 -1.4569  0.38
C 2.4246 5.6509 -4.3182  -1.39
H -3.2956 -3.4282 2.2680  -0.51
H -1.7389 -7.1252 2.0394  0.20
C -3.3454 -4.0109 -0.7461  -0.14
C -3.5040 1.4601 0.9739  -0.62
O 7.8100 1.5136 -1.4484  -0.66
H 6.4869 2.2800 2.6763  0.35
H 1.5245 5.7252 -1.4091  -0.25
H -0.2919 -6.0375 3.1486  0.42
H 4.4841 0.3166 8.5679  0.43
H -0.9773 1.2656 -5.6987  -0.02
H -1.2061 -6.1628 -1.6667  -0.17
H -2.7450 -4.7407 -1.2893  0.03
H -2.2731 -7.8222 0.5714  0.56
H 1.4159 -1.6348 9.1025  0.46
C 2.9714 -0.9278 7.5684  1.66
O 2.6310 8.4582 -3.4757  -0.55
N -5.6337 -3.8810 3.8705  0.16
H 9.4757 1.8385 0.1348  0.44
H 4.7991 -3.1316 4.4711  0.42
H -0.2136 -9.1231 0.4390  0.42
H 1.7472 6.6966 0.0616  0.55
O -0.1893 5.0606 -8.0643  -0.48
H 2.4227 -3.7211 5.5779  0.69
H -4.2621 7.9700 0.6809  0.38
H 4.0796 -3.4253 0.0711  0.31
H -3.1508 1.7963 4.5485  0.21
H -1.5479 1.8019 5.0997  0.54
O 1.6341 -3.1405 -1.4824  -1.02
H 5.1831 -2.4052 -1.0024  0.63
C -2.9887 0.8808 6.4984  0.31
H -2.5097 -4.3284 4.3469  -0.54
H -1.7232 6.4597 -4.0951  0.41
C 4.1746 -2.6048 -0.6402  -0.36
H -2.1760 3.6045 -5.3362  0.27
C -4.2053 -3.2909 -1.7959  1.47
H -2.9610 -5.5401 -3.5091  0.02
H 4.6498 4.4100 -3.6909  0.33
H -6.3784 -1.2779 3.4317  0.36
C -0.8980 -1.5566 0.9062  1.42
H 3.4928 -6.0469 -4.4574  0.38
H 2.3342 -6.9224 3.1039  0.45
C -2.0017 -1.4128 -4.3943  -2.54
H 8.7223 4.9945 -0.1839  0.41
C 0.4044 -5.2259 2.9376  -1.13
C -4.1504 -5.1444 5.3973  -1.82
C -3.0856 -4.0840 5.2395  0.29
C 3.3153 -1.7483 5.2235  2.31
H 5.3453 -1.4763 4.5112  0.65
H -3.5849 -0.0140 6.3193  -0.26
C -4.7123 -2.7049 3.8800  2.53
H 2.4860 9.3296 -0.9051  0.40
C 6.9202 3.7651 1.1916  -1.26
C -2.0122 4.1319 -10.1247  -2.15
C 1.0566 3.1334 -6.3605  -1.88
H -5.8474 -4.0188 2.0335  0.32
C 1.7835 6.7128 -1.0276  -1.45
O 4.5051 -2.6459 7.0656  -0.48
H 3.3710 4.5235 -1.6871  -0.61
H -6.0252 -3.3192 -0.6115  0.39
C -3.6798 -2.7133 5.0784  -0.60
C 4.2596 6.3877 -0.8590  -1.78
H -2.9801 3.9486 -10.5914  0.41
H -1.2275 3.5975 -10.6603  0.48
H 2.6595 4.6194 -4.5808  0.27
C -1.7267 -6.9635 0.9615  -1.02
H -2.4373 -6.1925 0.6636  -0.43
O -5.5911 1.6358 -0.1919  -0.34
C 0.4543 -8.2811 0.6204  -1.54
H 4.1928 -2.0308 3.2636  0.00
H -6.6999 -6.8480 3.7926  0.33
C 0.9818 -8.2950 2.0352  -0.42
H -3.0085 0.5462 0.6464  -0.46
H 5.2593 3.4969 2.5464  0.48
H -1.0597 -7.8537 -1.6092  0.58
H 3.9874 6.1170 0.1612  0.53
H 1.2114 -2.5239 5.2924  0.28
O -5.9170 3.1369 7.8547  -0.62
O -2.1866 4.0440 -2.5737  -0.34
C 4.9380 0.7801 -1.1090  -1.10
S -2.3377 5.3946 -2.1191  1.00
H 1.4794 0.0944 -1.0222  -0.48
H -1.1722 -4.1992 -2.4516  -0.64
H -3.0706 7.2908 -3.0846  0.41
H -5.0980 5.6634 0.0125  0.33
H -2.3906 -4.0170 6.0766  0.64
C -0.3513 -6.9462 0.2194  1.49
H 5.1289 4.3620 -1.3062  -1.58
H 3.1247 -7.2079 -3.2239  0.40
O -5.8771 1.5833 5.7804  -0.49
H 3.4083 8.3535 0.3656  0.39
H -4.0834 -6.8928 3.2721  0.59
H 1.7425 2.7102 -7.0944  0.55
H -4.2030 -2.4286 5.9913  0.13
H 4.4854 6.1560 -5.7935  0.35
H 1.3247 4.1802 -6.2178  0.44
H 2.9714 -5.3205 -1.4605  -0.55
C 5.0776 2.0409 1.0589  -0.09
C 1.2906 -5.6610 1.7475  1.47
C -3.0568 -3.6405 -4.5039  -1.54
H -3.5639 -6.0585 5.4900  0.52
H -0.6464 3.4917 -4.5039  0.35
O -6.4913 -3.8193 2.7170  -0.52
H 1.8088 6.0801 -5.1086  0.51
H 0.1918 -8.1426 2.7706  0.31
H -7.1562 -5.6118 4.8923  0.49
H 3.5998 0.2264 4.3530  0.57
H 1.2886 -8.4522 -0.0599  0.40
C -4.4607 -5.9429 2.8934  -1.33
H 1.9250 -5.9395 -3.6833  0.16
H 0.8881 -0.0735 5.7035  -0.17
O -1.4737 6.1330 -1.1912  -0.59
O -0.1772 0.2931 2.7395  -0.65
C -0.8687 1.6300 -6.7202  -1.24
H -4.6870 -5.0249 6.3385  0.43
N 3.4210 7.4627 -2.9105  0.52
C 3.1780 7.3082 -1.4394  2.10
C 3.8036 -0.4972 8.8182  -1.93
H -0.9959 4.8897 -5.3709  0.19
H 2.7653 -7.3035 1.4583  0.45
H 7.5462 4.5136 -1.3571  0.22
O -3.0391 -1.1334 -1.8742  1.18
H -4.2925 -5.4121 -4.7016  0.51
O -3.7245 1.8523 7.2527  -0.45
C 2.9763 -6.1653 -3.5049  -1.27
S -5.4229 1.9235 7.1474  1.06
C -2.6606 6.3909 -3.5431  -1.10
H 0.4670 -6.8974 -1.8062  0.24
H 6.9882 -0.6421 -0.1286  0.38
O 2.9675 -1.3872 -2.7503  -0.62
H -1.3208 -0.7654 -3.8418  -0.14
H 3.1626 9.2544 -3.5461  0.34
C 0.9952 2.0312 -1.5770  -1.74
C 3.5887 -5.2093 -2.3520  0.75
H 2.2492 -3.6470 1.3273  0.03
C 7.8146 3.0717 0.1720  1.98
C -2.4599 1.2073 5.1518  -0.64
C 2.3927 0.4392 7.0610  -1.58
C -6.3539 3.0430 -2.2840  -0.77
H 3.1848 -5.0963 0.9337  0.81
H 3.7166 7.7009 -5.5203  0.46
H 9.7028 3.1074 1.3235  0.49
H -4.7515 -2.5494 1.7742  0.38
H 4.5323 -5.6292 -2.0035  0.39
H 3.2458 -0.1338 9.6813  0.36
C -0.4232 3.1278 -6.6777  2.14
C -4.7458 -4.4012 -2.8031  -1.53
H -3.4141 4.0114 -7.0057  0.30
H -4.9457 -5.3048 -2.2272  0.29
H 4.5728 1.3811 1.7645  -0.11
H 2.0018 -3.1587 3.9857  -0.10
C -3.7319 -4.8916 -3.9252  -0.33
H -3.4534 5.8795 -4.0890  0.28
C -2.3508 -2.6725 -3.5843  2.48
C 4.3479 6.9447 -5.0538  -2.14
H 4.4513 2.7425 0.5081  0.24
H 1.4416 2.0015 -2.5709  0.50
C -5.4996 -1.4237 4.0598  -2.33
O 1.7009 -0.7875 1.4553  0.06
H 2.1133 -0.6117 3.8413  -0.51
C -5.8024 0.4912 8.2735  -0.58
O 3.6254 -3.8879 -2.8937  -0.48
H -6.8663 0.4666 8.5092  0.38
C -4.0975 6.0304 -0.2165  -0.36
C -2.2078 1.3399 -7.4394  -0.51
H -3.0309 1.5959 -6.7723  0.22
H 1.0039 7.3823 -1.3911  0.42
H -2.7266 2.1814 1.2260  0.43
H 3.0880 -4.5708 2.5267  0.51
H 4.5118 1.6296 -1.6428  0.15
H 1.5428 -9.2263 2.1133  0.45
H 0.1318 2.6833 -1.7090  0.24
H -4.0442 -4.5021 -0.0689  0.30
C 2.2184 -2.8204 4.9990  -1.54
C 8.3696 4.1338 -0.7522  -1.85
H -3.6206 -5.4287 2.4265  -0.56
H -2.2046 0.2823 -7.7031  0.46
H 1.8025 5.5006 -3.4359  -0.06
H -6.0506 -6.6996 5.4812  0.42
H -1.8777 -1.1135 1.0848  -0.92
C -4.2706 7.5085 -0.3066  -1.15
O 0.0950 0.8910 0.3134  -0.29
H 1.2731 2.6219 -5.4226  0.26
O -4.9789 0.7339 -2.4611  -0.57
C -5.4357 -2.6036 -1.1847  -1.72
H -3.9536 4.7236 -8.4957  0.42
H -5.1412 -1.8079 -0.5005  -0.09
H -3.3445 1.9997 -9.1167  0.42
N -0.6863 3.7453 -8.0307  0.24
S 0.3503 -0.2470 1.4973  0.74
H 4.0721 0.2084 -0.7754  -0.40
H -6.0097 -2.0815 -1.9503  0.60
O -0.0825 -4.5275 0.0905  3.30
H -6.9448 3.1033 -3.1980  0.47
H 7.6026 4.2093 1.9162  0.57
H -4.9734 -0.4732 3.9724  0.21
H -2.0507 0.2840 4.7419  -0.08
C -0.5190 -6.9451 -1.3441  -1.58
H 1.7132 1.3955 5.2442  0.62
H 1.7133 2.4298 -0.8603  0.18
C 2.7897 -0.4274 4.6760  -0.65
H -3.6905 -0.4773 -2.1329  -0.05
H 3.2031 1.1678 7.0839  0.41
H 5.2460 6.8513 -0.8449  0.41
C 0.5495 0.6631 -1.0144  1.80
C 1.8686 0.4010 5.6627  -0.26
C 5.9345 2.8802 1.9533  -1.20
H -3.4096 7.9192 -0.8340  0.21
H 7.0873 0.1025 1.5055  0.28
C -3.0595 4.4148 -7.9542  -1.79
H 4.1970 9.2100 -1.0018  0.47
N 0.4643 -5.7362 0.4881  0.22
O -3.9171 5.4303 -1.5352  -0.10
H 5.3546 7.3065 -4.8446  0.46
H 5.7102 5.7577 -3.2923  0.40
H 8.6414 1.8056 1.6923  0.34
C -4.2423 2.2106 -0.0827  0.54
C -5.1085 -5.2638 4.1660  2.38
H -3.3699 -1.6335 2.4520  0.08
H 6.4741 4.6857 0.8154  0.07
H 5.6818 -0.6864 1.0308  0.05
H 7.4829 1.7791 -2.3111  0.36
C 1.8026 -1.8245 8.1012  -1.73
H 1.6352 0.7810 7.7663  0.39
H -5.2093 0.5700 9.1846  0.34
C -1.0304 -3.2239 -2.9172  -0.44
N 6.9778 2.1706 -0.6520  1.13
O -7.4021 0.6746 -1.6812  -0.64
C 2.4683 -4.6694 1.6354  -2.28
H -0.1204 0.2191 -1.7507  -0.49
C 5.9726 1.2790 -0.0346  1.39
H -3.4503 5.6763 0.5859  0.40
C -2.0057 3.6272 -8.6914  1.92
C 1.9167 -7.1117 2.1150  -1.44
H -2.6452 -3.3236 -0.2714  -0.82
C 3.3145 8.6592 -0.6764  -2.05
H -3.8559 -3.1618 -5.0698  0.33
S 2.9172 -2.6605 -2.0186  0.78
H -0.6766 -1.7294 -0.1470  -0.81
H 0.9355 -5.0415 3.8714  0.44
H -4.0646 1.2806 1.8913  0.26
H 5.4032 -2.3132 7.0011  0.36
H -5.2685 -6.0394 2.1680  0.57
S -6.0891 1.3208 -1.6953  0.94
H -2.2121 0.5473 7.1867  0.34
H -5.4710 -0.3787 7.7063  0.01
C -3.9286 -2.5686 2.4887  -0.90
H -0.7020 -2.4470 1.5035  0.31
H 5.4371 0.1694 -1.8614  0.60
C -1.1100 3.8078 -5.4384  -1.45
H -1.3407 -1.5931 -5.2420  0.60
H -2.2271 -3.8663 -5.1739  0.44
C 8.9582 2.4511 0.8731  -2.09
C 4.4753 -2.1027 4.3139  -2.25
C 6.4663 -0.0492 0.6226  -1.47
C -2.3276 2.1366 -8.7490  -1.62
H -0.6234 -2.5318 -2.1800  -0.58
H -5.7407 -4.2082 -3.2045  0.42
H 4.5022 -1.2759 9.1240  0.42
H 3.9134 -1.7757 0.0174  -0.53
H -2.7047 5.3396 -7.4991  0.36
H -0.0375 1.0643 -7.1412  0.56
H -5.8960 -1.3409 5.0718  0.55
H 0.9010 -1.9139 7.4952  0.23
C 4.3353 5.0297 -1.6415  2.83
H -2.9109 -1.9710 4.8645  -0.35
N 3.8293 -1.5340 6.5938  0.41
N -3.4316 -2.2606 -2.6019  -0.06
H -4.3300 3.2928 0.0129  -0.10
H 2.1583 -2.8424 8.2604  0.38
C -6.2915 -6.1819 4.5527  -2.04
H 0.6423 -4.2007 -0.4474  -0.42
H 0.5329 4.9223 -8.6814  0.37
H -6.9385 3.5481 -1.5151  0.37
H -2.8814 -0.8120 -4.6250  0.60
H -0.2580 -3.3081 -3.6818  0.75
C 4.7144 5.3441 -3.1328  -1.80
H -3.5490 2.1570 -0.9221  0.31
H -5.3776 3.5099 -2.4144  -0.05
H -0.0413 -4.2651 2.6799  -0.61
C 3.7193 6.3845 -3.7900  1.74